(1)
{"formula": "C4H8N2O", "method": "ωB97M-V/def2-TZVPD", "gap_ev": 10.186, "smiles": "C[C@H]1NC/C1=N\\O", "charge": 0, "total_energy_ev": -9302.844, "mol_weight_g_mol": 100.12, "max_force_ev_per_a": 0.7, "e_homo_ha": -0.3382, "elements": ["C", "C", "N", "C", "C", "N", "O", "H", "H", "H", "H", "H", "H", "H", "H"], "coordinates": [[-1.91242, -0.63855, -0.08578], [-0.71340, 0.15525, -0.57406], [-0.52000, 1.45603, 0.13111], [0.85321, 1.08947, 0.56473], [0.65286, -0.25823, -0.07494], [1.32407, -1.31672, -0.23483], [2.57116, -1.19590, 0.37768], [-2.84250, -0.21045, -0.47447], [-1.95408, -0.60700, 1.00662], [-1.84100, -1.68249, -0.40882], [-0.73568, 0.24606, -1.66945], [-0.53037, 2.25116, -0.49825], [0.98128, 1.08001, 1.65319], [1.67308, 1.66891, 0.12163], [2.99380, -2.03756, 0.16564]], "forces_ev_per_a": [[-0.023, -0.039, 0.027], [-0.135, -0.210, -0.164], [-0.052, 0.254, -0.111], [0.286, 0.026, 0.155], [0.180, -0.323, -0.085], [-0.525, 0.430, -0.039], [0.300, -0.183, 0.066], [0.140, -0.052, 0.052], [0.024, -0.040, -0.124], [-0.017, 0.153, 0.012], [0.029, 0.001, 0.149], [-0.028, -0.099, 0.107], [-0.004, 0.002, -0.162], [-0.126, -0.071, 0.038], [-0.048, 0.151, 0.077]], "mulliken_charge": [-1.309, 0.287, -0.540, -0.336, 0.397, -0.566, -0.377, 0.343, 0.307, 0.318, 0.323, 0.271, 0.237, 0.279, 0.367]}

(2)
{"formula": "C4H8N2O", "method": "ωB97M-V/def2-TZVPD", "gap_ev": 7.724, "charge": 0, "total_energy_ev": -9301.544, "mol_weight_g_mol": 100.12, "max_force_ev_per_a": 4.7, "e_homo_ha": -0.2823, "elements": ["C", "C", "C", "N", "C", "O", "N", "H", "H", "H", "H", "H", "H", "H", "H"], "coordinates": [[0.55410, 1.37669, -0.66317], [-0.38148, -0.61795, 1.03494], [-0.04518, -0.01472, -0.67899], [0.52595, -0.90632, -1.63023], [-0.89606, 0.20355, 1.98086], [0.18254, -1.81277, 1.36542], [-1.19869, -0.46598, -0.16076], [0.39221, -2.20501, 0.49474], [-0.18495, -1.36568, -2.18825], [1.15154, -0.45786, -2.28943], [0.09700, 1.96830, -1.46159], [1.63418, 1.35092, -0.83454], [0.43444, 1.88581, 0.29178], [-1.31297, 1.16391, 1.71990], [-0.95264, -0.10287, 3.01933]], "forces_ev_per_a": [[0.580, 0.029, 0.435], [-3.352, 0.652, 3.246], [-1.746, -1.697, -2.531], [0.317, 1.498, -0.121], [1.353, -0.439, 1.113], [0.556, 0.063, -1.258], [2.247, 0.992, -2.084], [-0.032, -0.268, 0.505], [-0.212, -0.331, 0.682], [0.512, -0.009, 0.235], [-0.068, -0.161, 0.041], [-0.078, -0.113, -0.158], [-0.337, -0.140, -0.138], [-0.268, -0.294, -0.158], [0.530, 0.216, 0.192]], "mulliken_charge": [-1.225, 0.194, 1.215, -0.613, -0.889, -0.527, -0.681, 0.342, 0.290, 0.260, 0.307, 0.369, 0.339, 0.307, 0.310]}

(3)
{"formula": "C4H8N2O", "method": "ωB97M-V/def2-TZVPD", "gap_ev": 7.262, "charge": 0, "total_energy_ev": -9301.750, "mol_weight_g_mol": 100.12, "max_force_ev_per_a": 1.1, "e_homo_ha": -0.2583, "elements": ["C", "C", "O", "C", "N", "C", "N", "H", "H", "H", "H", "H", "H", "H", "H"], "coordinates": [[-1.81335, -1.41375, -0.65677], [-0.49462, -1.04645, -0.03474], [0.56612, -1.32172, -0.58089], [0.70333, 1.30292, 0.64828], [1.74328, 1.05819, -0.44106], [-0.58783, -0.33084, 1.25171], [-1.07508, -0.31359, 2.33023], [-2.40229, -1.98852, 0.06418], [-1.64822, -1.98013, -1.57515], [-2.37957, -0.50098, -0.87381], [1.72966, 0.03352, -0.60278], [1.25240, 1.36812, 1.58866], [0.23834, 2.27123, 0.43658], [2.69670, 1.36604, -0.23407], [1.47113, 1.49597, -1.32036]], "forces_ev_per_a": [[-0.022, -0.014, -0.043], [0.005, -0.107, -0.213], [-0.201, 0.056, 0.235], [0.150, 0.290, 0.075], [0.098, -0.058, -0.149], [-0.375, 0.005, 0.741], [0.486, 0.004, -0.979], [0.067, 0.073, -0.062], [-0.035, 0.060, 0.140], [0.086, -0.104, 0.071], [0.013, 0.101, 0.012], [-0.085, -0.046, -0.060], [-0.003, -0.170, 0.049], [-0.160, -0.038, 0.045], [-0.024, -0.053, 0.137]], "mulliken_charge": [-1.123, 0.620, -0.665, -0.945, -0.271, 0.533, -0.636, 0.346, 0.328, 0.297, 0.330, 0.242, 0.281, 0.332, 0.332]}

(4)
{"formula": "C4H8N2O", "method": "ωB97M-V/def2-TZVPD", "gap_ev": 9.419, "charge": 0, "total_energy_ev": -9303.454, "mol_weight_g_mol": 100.12, "max_force_ev_per_a": 0.5, "e_homo_ha": -0.3224, "elements": ["O", "C", "N", "C", "C", "C", "N", "H", "H", "H", "H", "H", "H", "H", "H"], "coordinates": [[-1.94223, -1.86593, -0.75617], [-1.21001, -0.92405, -0.53559], [-1.74503, 0.23688, 0.12408], [-1.44811, 1.51686, 0.00001], [1.10838, 0.42912, 1.04975], [1.21873, -0.07579, -0.38694], [0.10168, -0.88414, -0.88463], [-2.54211, -0.02079, 0.69989], [-0.62236, 1.57899, -0.73565], [0.34591, 1.20256, 1.19885], [0.87740, -0.39338, 1.73601], [2.06667, 0.87176, 1.33538], [2.09370, -0.73153, -0.44483], [1.41188, 0.76165, -1.06910], [0.35071, -1.71012, -1.41011]], "forces_ev_per_a": [[0.196, 0.281, 0.087], [0.096, -0.141, -0.142], [-0.123, 0.345, 0.058], [-0.128, -0.405, -0.206], [-0.060, 0.047, 0.104], [0.149, 0.149, 0.042], [-0.227, -0.155, 0.016], [0.055, 0.024, -0.083], [-0.117, -0.030, 0.089], [0.318, -0.195, -0.044], [0.082, 0.104, -0.090], [-0.067, -0.136, -0.019], [-0.112, 0.097, -0.018], [-0.056, -0.090, 0.110], [-0.006, 0.104, 0.093]], "mulliken_charge": [-0.604, 0.419, -0.016, -0.508, -0.964, -0.625, -0.114, 0.217, 0.286, 0.345, 0.302, 0.346, 0.385, 0.283, 0.248]}

(5)
{"formula": "C4H8N2O", "method": "ωB97M-V/def2-TZVPD", "gap_ev": [8.660, 8.660], "smiles": "C[C@@H]1C[C@@]1(N)N=O", "charge": 0, "total_energy_ev": -9301.281, "mol_weight_g_mol": 100.12, "max_force_ev_per_a": 3.9, "e_homo_ha": [-0.3172, -0.3173], "elements": ["C", "C", "C", "C", "N", "N", "O", "H", "H", "H", "H", "H", "H", "H", "H"], "coordinates": [[-0.46051, 0.43081, 0.66815], [1.13902, 0.37205, 0.60182], [0.42148, 0.36425, -0.66101], [0.44209, -0.68902, -1.79280], [-0.94837, 1.71950, 0.95648], [-1.01874, -0.76423, 1.17644], [-1.74257, 1.86440, 1.93419], [1.69178, 1.18895, 0.79445], [1.50120, -0.51739, 1.11629], [0.33158, 1.34840, -1.13573], [1.47472, -1.00563, -1.93730], [-0.19355, -0.38442, -2.66456], [0.06659, -1.75806, -1.50309], [-1.08997, -1.47686, 0.45579], [-1.61473, -0.69276, 1.99087]], "forces_ev_per_a": [[1.250, -1.123, -0.541], [-1.648, -1.782, 0.066], [-1.647, -0.029, -0.820], [-1.364, -2.223, 1.577], [-1.309, 1.100, 2.475], [0.345, 0.296, -0.511], [2.108, -1.349, -2.990], [1.681, 2.885, 0.808], [-0.312, -0.013, -0.473], [0.363, -0.152, 0.449], [0.134, 0.785, -0.893], [1.157, -0.194, 0.643], [-0.008, 1.882, -0.045], [-0.705, 0.140, 0.807], [-0.046, -0.224, -0.553]], "mulliken_charge": [0.707, -0.851, 0.038, -1.148, -0.126, -0.486, -0.404, 0.337, 0.291, 0.328, 0.310, 0.320, 0.271, 0.188, 0.225]}

(6)
{"formula": "C4H8N2O", "method": "ωB97M-V/def2-TZVPD", "gap_ev": 10.836, "smiles": "N#C[C@@H](N)CCO", "charge": 0, "total_energy_ev": -9304.567, "mol_weight_g_mol": 100.12, "max_force_ev_per_a": 1.0, "e_homo_ha": -0.3708, "elements": ["N", "C", "C", "C", "O", "C", "N", "H", "H", "H", "H", "H", "H", "H", "H"], "coordinates": [[0.74901, -1.09039, 1.78917], [-0.15764, -0.55932, 0.76915], [0.36677, 0.77630, 0.21232], [-0.33943, 1.20925, -1.07343], [-0.06664, 0.28158, -2.10740], [-0.30800, -1.61205, -0.25805], [-0.47772, -2.49942, -0.97769], [0.66888, -0.55464, 2.64841], [0.48599, -2.04607, 2.01153], [-1.18087, -0.37942, 1.14469], [1.44629, 0.68768, 0.04906], [0.20804, 1.53704, 0.99302], [-0.00977, 2.21383, -1.36759], [-1.42636, 1.26643, -0.89236], [0.04146, 0.76923, -2.94082]], "forces_ev_per_a": [[-0.131, -0.025, 0.199], [-0.141, 0.052, -0.169], [0.008, -0.043, -0.066], [-0.120, 0.283, 0.303], [0.193, 0.458, -0.625], [-0.179, -0.810, -0.520], [0.170, 0.714, 0.716], [0.023, 0.019, -0.124], [0.086, 0.102, 0.010], [0.157, -0.071, -0.059], [-0.178, -0.030, -0.057], [0.051, -0.149, -0.234], [0.002, -0.110, 0.208], [0.161, -0.029, -0.057], [-0.101, -0.360, 0.475]], "mulliken_charge": [-0.700, 0.611, -0.758, -0.475, -0.515, 0.068, -0.478, 0.248, 0.257, 0.132, 0.304, 0.343, 0.401, 0.254, 0.309]}

What did we get for energy above the lowest of the compared OMol25 structures with the same formula, charge and spin? Answer: 81.8 111.8 107.1 67.8 117.9 42.1 kcal/mol, in the order shown.